Computed, not measured: a molecular structure, C16H14BaN4O3S, with ωB97M-V/def2-TZVPD.

Output
**ΔE to the lowest compared entry with this formula, charge and spin**: 61.5 kcal/mol
**Spin multiplicity**: 1
**Total charge**: +2

```
39
Properties=species:S:1:pos:R:3:forces:R:3
O 1.606692 -3.098213 -3.428556 0.550 0.605 0.471
C -4.309936 1.275671 4.905456 0.392 -0.436 -0.035
H -4.012823 1.285447 5.957074 -0.090 0.047 -0.388
C -3.469089 0.699345 3.952387 -0.357 0.033 0.297
H -4.950482 1.448954 -2.274648 0.349 0.021 -0.369
N -5.111729 1.339618 0.851940 -0.302 -0.379 -0.321
C -1.463971 0.983555 -2.242527 -1.273 -0.161 1.234
C 5.223769 0.789690 -0.865635 0.083 -0.790 -0.500
C 4.841964 -0.295760 -1.564949 0.491 0.629 0.386
H 2.372115 -2.882701 -5.342020 0.061 -0.175 0.316
H -0.437528 0.741319 -2.497502 0.035 0.283 -0.065
C -3.881887 1.317563 -2.124269 0.226 -0.454 0.543
C -5.163359 1.218832 2.258861 0.268 0.530 -0.344
H -5.897000 1.564179 0.234270 0.454 -0.037 0.503
C -3.928175 0.701364 2.636303 0.736 0.829 -0.676
C 3.776867 -2.166044 -3.842032 0.749 0.294 0.413
H 6.218180 0.844554 -0.432183 -0.144 0.066 -0.097
H 5.478458 -1.163109 -1.771884 -0.087 0.470 0.326
C 3.461003 -0.376621 -2.051827 -0.456 0.420 -0.401
H -6.941163 2.259395 2.886478 0.272 -0.056 0.305
N -3.121014 0.595882 1.500522 -1.538 -0.757 -1.316
H 4.549531 1.637686 -0.730688 0.159 -0.363 -0.024
N -1.902302 0.934093 -0.975875 -0.602 -0.714 -2.202
H 3.983410 -1.390777 -4.590490 -0.027 -0.074 0.290
C 1.837254 -2.172188 -2.464289 0.249 0.524 -0.012
O 2.659748 0.539805 -1.959913 0.132 -0.938 0.096
H -2.491454 0.253006 4.159543 -0.385 0.204 0.269
C -3.303926 1.048562 -0.904405 0.848 0.509 -1.379
O 1.067127 -1.865259 -1.579124 0.482 -0.411 -0.962
C -3.882831 0.945142 0.430632 -0.017 -0.083 2.034
Ba -1.050164 1.775479 1.162809 2.164 0.804 1.135
N 3.135933 -1.635458 -2.646535 -1.579 0.403 0.452
H -6.166062 2.292521 5.308737 0.108 -0.118 -0.285
C 2.739400 -3.150831 -4.343504 -0.543 -0.667 -0.356
C -5.547681 1.834121 4.537919 -0.373 -0.155 -1.050
H 3.129078 -4.175081 -4.352916 -0.284 0.239 -0.004
C -5.992556 1.816850 3.196838 -0.408 -0.016 0.936
H 4.714407 -2.654324 -3.556818 -0.094 0.016 -0.297
S -2.697987 1.285404 -3.394409 -0.246 -0.144 1.076
```
Forces are in eV/Å.